(1)
# H6O3

3 unconnected molecules or ions with the total composition H6O3 (wB97M-V/def2-TZVPD, the Open Molecules 2025 dataset).

```
9
Properties=species:S:1:pos:R:3:forces:R:3
O 0.70635 -1.02906 1.44937 0.190 0.128 -0.093
H -0.22243 -0.79802 1.46485 -0.240 0.110 -0.009
H 0.73573 -1.92724 1.77899 0.057 -0.227 0.087
O 5.09365 1.07339 -0.25928 0.143 0.103 0.143
H 5.40558 0.83716 -1.13285 0.117 -0.045 -0.205
H 4.17051 0.82032 -0.25752 -0.274 -0.067 0.076
O -5.28938 0.33327 -0.62407 0.021 -0.014 0.229
H -5.10206 1.07562 -1.19858 0.052 0.223 -0.110
H -5.49794 -0.38544 -1.22091 -0.067 -0.211 -0.118
```
Forces are in eV/Å.

Computed properties:
- LUMO energy (eV) = 0.805
- HOMO (eV) = -11.43
- total energy (hartree) = -229.302058
- gap between HOMO and LUMO (eV) = 12.23
- energy above the lowest of the compared OMol25 structures with the same formula, charge and spin (eV) = 0.626

These are the natural (NBO) partial charges, in e, on atoms 1 to 2:
1. O -0.9372
2. H 0.4693

***

(2)
# C45H41BrCoN3SSb

A molecular structure, C45H41BrCoN3SSb in a non-equilibrium geometry (wB97M-V/def2-TZVPD, the Open Molecules 2025 dataset).

```
93
Properties=species:S:1:pos:R:3:forces:R:3
Co -0.93085 -0.06768 -1.17021 -0.351 -0.321 -0.660
Br 2.98101 -5.40558 -4.27797 -0.407 0.344 0.306
C 1.61143 -4.35506 -3.48818 0.278 -0.018 -0.090
C 1.83463 -3.00049 -3.23228 0.121 -0.407 -0.215
C 0.82755 -2.24785 -2.67525 -0.601 0.007 0.199
C -0.41134 -2.81892 -2.35762 1.231 -0.701 -0.594
C -0.61288 -4.18559 -2.60352 -0.114 0.487 0.153
C 0.39110 -4.94446 -3.16158 0.253 0.038 -0.106
N -1.33456 -1.96867 -1.76296 -1.432 0.059 0.669
C -2.54096 -2.33761 -1.48099 0.773 -0.120 -0.338
C -3.43209 -1.42737 -0.80870 -0.915 0.336 0.481
C -4.72494 -1.81447 -0.45631 0.596 0.067 -0.195
C -5.55528 -0.90060 0.17094 0.117 0.331 0.027
C -5.07380 0.38032 0.39913 0.007 -0.209 -0.084
C -3.77300 0.69135 0.02155 -0.079 0.207 0.106
N -2.95679 -0.18828 -0.54738 0.326 -0.290 -0.267
H 2.78915 -2.56227 -3.47226 0.093 0.078 -0.065
H 0.96347 -1.18399 -2.47122 0.216 -0.109 -0.110
H -1.54342 -4.67388 -2.36269 -0.110 -0.068 0.044
H 0.23149 -5.99642 -3.33976 0.007 -0.078 -0.071
H -2.92750 -3.31837 -1.73693 0.074 -0.035 -0.032
H -5.06030 -2.81502 -0.67657 -0.058 -0.129 -0.044
H -6.55721 -1.17809 0.45841 -0.106 -0.003 0.031
H -5.69203 1.13633 0.85450 -0.051 0.084 0.065
H -3.38140 1.68767 0.17576 0.050 0.062 0.022
N -0.20317 1.64406 -1.17463 -0.109 0.210 0.529
S 0.71659 2.79658 -1.91981 -0.786 0.600 -0.384
C -0.18205 4.29475 -1.41690 0.368 -0.405 -0.120
C 0.54163 5.33722 -0.86138 0.054 -0.138 -0.140
C -0.14285 6.46153 -0.42441 -0.052 0.017 0.048
C -1.52298 6.52468 -0.53982 0.187 0.048 0.065
C -2.22519 5.48329 -1.12830 -0.040 -0.203 -0.040
C -1.55895 4.35236 -1.56763 -0.035 0.076 0.005
C 0.27805 2.66407 -3.66092 0.238 -0.112 0.315
C 1.14962 3.29169 -4.53956 0.045 -0.019 0.118
C 0.86657 3.27806 -5.89546 -0.043 -0.026 0.055
C -0.27798 2.64204 -6.35543 0.029 0.022 0.054
C -1.13406 2.01028 -5.46323 -0.033 -0.050 0.033
C -0.85601 2.00767 -4.10563 -0.087 -0.129 0.198
H -0.35234 1.99536 -0.22252 0.296 0.231 -0.293
H 1.61582 5.28511 -0.78455 0.172 -0.034 0.061
H 0.40562 7.28477 0.00538 0.048 0.084 0.050
H -2.05325 7.38828 -0.17100 -0.047 0.136 -0.040
H -3.29278 5.55682 -1.25695 -0.149 0.005 0.008
H -2.09961 3.54227 -2.03130 -0.069 -0.101 -0.083
H 2.03742 3.78317 -4.17187 0.142 0.076 0.026
H 1.54689 3.75753 -6.58291 0.001 0.034 -0.065
H -0.49836 2.63236 -7.41212 -0.034 0.001 -0.064
H -2.02670 1.51972 -5.81947 -0.047 -0.062 -0.078
H -1.51239 1.49732 -3.40555 -0.033 0.137 -0.098
C 2.19550 -2.98701 3.82912 0.102 -0.198 -0.117
C 1.09870 -2.21938 4.48663 0.015 -0.193 0.246
C 0.91001 -2.37770 5.86247 0.179 0.018 -0.385
C -0.05813 -1.67796 6.55347 -0.190 0.157 -0.075
C -0.85360 -0.75889 5.88239 -0.073 0.061 -0.199
C -0.69638 -0.58940 4.51817 -0.444 0.251 0.234
C 0.25903 -1.32013 3.82136 0.003 -0.053 -1.035
Sb 0.26423 -0.85028 1.69217 1.393 -0.217 1.731
C 0.70502 1.28020 2.04013 -0.295 -0.621 -0.469
C -0.39191 2.11522 1.87407 -0.160 0.045 0.147
C -0.28067 3.46901 2.14138 -0.064 -0.023 0.064
C 0.92562 3.96713 2.60319 -0.038 0.020 0.012
C 1.99940 3.11907 2.79431 0.017 -0.111 -0.009
C 1.91866 1.75255 2.51782 0.135 -0.045 -0.059
C 3.09488 0.86126 2.75298 0.076 -0.043 0.044
C 1.62457 -2.23505 0.65737 -0.731 0.714 0.214
C 2.84686 -1.82501 0.15835 0.277 0.343 -0.166
C 3.73133 -2.77075 -0.33600 0.100 0.212 0.144
C 3.38044 -4.10972 -0.33357 0.079 0.030 0.026
C 2.12857 -4.49594 0.11061 -0.101 0.119 0.085
C 1.21270 -3.56200 0.58306 -0.171 -0.208 -0.100
C -0.15203 -4.00364 1.00544 0.028 -0.056 0.117
H 2.92693 -3.29781 4.56997 0.070 -0.010 -0.001
H 2.70774 -2.40521 3.06415 0.049 -0.030 0.005
H 1.80740 -3.89421 3.36692 0.040 -0.093 -0.099
H 1.54945 -3.06710 6.39262 0.103 -0.056 0.044
H -0.19292 -1.84207 7.61080 0.010 0.004 0.120
H -1.60088 -0.18995 6.41043 -0.079 0.082 0.076
H -1.32636 0.12359 3.99954 -0.047 0.049 0.035
H -1.34953 1.70618 1.57515 -0.144 0.007 -0.059
H -1.12691 4.12270 2.00860 -0.162 0.092 -0.012
H 1.02290 5.01443 2.84065 0.020 0.133 -0.004
H 2.92847 3.51746 3.17386 0.115 0.006 0.043
H 3.95969 1.44004 3.06475 0.071 -0.040 0.015
H 3.36329 0.31871 1.84719 0.070 -0.025 0.042
H 2.87585 0.13614 3.53912 0.006 -0.052 0.037
H 3.12732 -0.78150 0.16121 0.056 0.047 -0.051
H 4.69976 -2.45776 -0.69299 0.104 0.034 -0.058
H 4.08029 -4.85119 -0.68662 0.050 -0.084 -0.082
H 1.85453 -5.53861 0.09829 -0.085 -0.167 -0.043
H -0.37908 -4.98163 0.59436 -0.088 -0.106 -0.027
H -0.91832 -3.30559 0.66547 -0.122 0.004 0.003
H -0.21345 -4.08421 2.08969 -0.112 -0.010 0.175
```
Forces are in eV/Å.

Computed properties:
- net charge = +3
- LUMO energy (alpha / beta) (eV) = -9.120 / -11.348
- HOMO (alpha / beta) (eV) = -15.65 / -15.65
- 2S+1 = 5
- total energy (hartree) = -6497.874785
- gap between HOMO and LUMO (alpha / beta) (eV) = 6.52 / 4.30
- energy above the lowest of the compared OMol25 structures with the same formula, charge and spin (eV) = 1.150

These are the Mulliken partial charges, in e, on atoms 1 to 2:
1. Co -0.3617
2. Br -0.0609

***

(3)
# C7H14BClIO3

A gas-phase ion, C7H14BClIO3 (charge -1) in a non-equilibrium geometry (wB97M-V/def2-TZVPD, the Open Molecules 2025 dataset).

```
27
Properties=species:S:1:pos:R:3:forces:R:3
C -2.05315 -0.57826 2.19029 0.611 -0.017 -0.299
C -1.97297 -2.15807 1.76785 -0.724 0.134 -1.229
C -1.38713 -2.40750 0.22055 -0.979 -1.485 0.397
O 0.05892 -2.64454 0.17389 -2.211 2.155 0.000
B 0.85944 -1.41597 0.17581 0.015 0.280 -2.490
I 2.14156 -1.45632 1.95245 0.843 0.001 1.941
O 1.83520 -1.49439 -0.96863 1.633 3.344 -0.884
C 2.28175 -0.11567 -1.34548 -3.878 -0.780 0.115
Cl 3.95101 0.46869 -0.77602 -0.834 -0.793 -0.939
C 1.19878 0.90715 -0.59453 -1.241 -1.577 1.213
C 0.34685 1.93015 -1.57868 -0.134 0.402 -0.142
C 0.78391 3.52776 -1.37423 -0.435 -0.962 0.303
O 0.24810 -0.09019 -0.00209 0.478 0.848 -0.741
H -2.96293 -0.31749 2.91781 2.066 -0.742 -1.470
H -2.18411 0.05472 1.18853 0.357 -1.300 2.282
H -1.01031 -0.30290 2.68452 -2.331 -0.264 -1.048
H -3.09853 -2.55320 1.71310 2.418 0.580 0.314
H -1.30380 -2.82666 2.46309 -1.467 1.430 -1.177
H -1.89704 -3.43651 -0.10852 1.204 2.046 0.616
H -1.79020 -1.61195 -0.54796 1.040 -1.192 1.633
H 2.01720 -0.02060 -2.50571 1.699 -0.148 2.388
H 1.62155 1.43073 0.38817 -0.411 -0.708 -2.522
H 0.49263 1.69899 -2.73311 -0.147 0.177 2.419
H -0.81729 1.77334 -1.36620 2.666 0.351 -0.226
H 1.86130 3.66279 -1.82728 -2.220 -0.017 0.918
H 0.80840 3.74724 -0.21180 -0.011 -0.295 -2.462
H -0.02912 4.22867 -1.89580 1.991 -1.467 1.090
```
Forces are in eV/Å.

Computed properties:
- net charge = -1
- LUMO energy (eV) = 3.135
- HOMO (eV) = -4.62
- total energy (hartree) = -1283.648729
- gap between HOMO and LUMO (eV) = 7.76

These are the natural (NBO) partial charges, in e, on atoms 1 to 2:
1. C -0.6502
2. C -0.4367

***

(4)
# C3H12N3S

2 unconnected molecules or ions with the total composition C3H12N3S (wB97M-V/def2-TZVPD, the Open Molecules 2025 dataset).

```
19
Properties=species:S:1:pos:R:3:forces:R:3
C 1.98804 0.54547 -0.08872 -0.046 -0.005 0.019
N 3.26575 0.71614 -0.43480 0.357 0.047 -0.097
N 1.08788 0.23752 -1.01567 -0.548 -0.054 0.273
N 1.62218 0.68584 1.19075 -0.044 0.027 0.224
C 1.40068 0.06601 -2.43080 0.041 -0.066 -0.455
H 3.54871 0.60954 -1.41209 -0.045 0.127 0.838
H 3.96187 0.95336 0.27630 -0.408 -0.184 -0.700
H 0.11768 0.11388 -0.71573 0.601 0.076 -0.195
H 0.64378 0.55578 1.45972 0.723 0.130 0.006
H 2.32038 0.92309 1.89980 -0.711 -0.193 -0.422
H 0.46807 -0.18452 -2.96379 0.532 0.141 0.288
H 2.12478 -0.75154 -2.58545 -0.343 0.202 0.094
H 1.81635 0.99092 -2.86482 -0.261 -0.266 0.169
S -3.01515 -0.06722 1.26395 -0.269 0.219 0.002
C -4.18837 -1.36699 1.72700 -0.430 -0.545 0.170
H -3.90731 0.94500 1.21980 0.280 -0.171 -0.019
H -3.61003 -2.30244 1.81094 -0.268 0.427 -0.035
H -4.97438 -1.50641 0.96584 0.477 0.111 0.271
H -4.67086 -1.16336 2.69775 0.361 -0.023 -0.432
```
Forces are in eV/Å.

Computed properties:
- net charge = +1
- LUMO energy (eV) = -2.973
- HOMO (eV) = -11.83
- total energy (hartree) = -683.750440
- gap between HOMO and LUMO (eV) = 8.86
- energy above the lowest of the compared OMol25 structures with the same formula, charge and spin (eV) = 0.442

These are the natural (NBO) partial charges, in e, on atoms 1 to 2:
1. C 0.6718
2. N -0.7714

***

(5)
# C18H39N2O11

6 unconnected molecules or ions with the total composition C18H39N2O11 in a non-equilibrium geometry (wB97M-V/def2-TZVPD, the Open Molecules 2025 dataset).

```
70
Properties=species:S:1:pos:R:3:forces:R:3
O 0.01695 0.17756 -2.10147 -0.520 -0.308 -0.746
H -0.10058 -0.68061 -1.68755 -0.022 -1.389 0.523
H -0.74557 0.70412 -1.85068 -1.063 0.845 0.366
H 0.81061 0.59961 -1.76445 1.765 0.911 0.474
C -2.31457 -4.73330 1.22979 5.049 0.941 -2.004
C -0.87097 -4.60891 0.87490 -2.262 -1.212 0.727
C 0.12653 -5.75386 1.54738 -0.652 0.937 -1.026
O 1.26104 -5.97574 1.13696 1.322 1.100 -1.173
C -0.41270 -6.57108 2.51391 2.189 0.926 -0.681
C -1.71304 -6.60377 2.79113 -3.340 -3.661 2.736
C -2.72500 -5.69794 2.09440 -4.735 0.747 1.850
O -4.00568 -5.67187 2.38267 2.822 -1.247 -0.059
O -2.08964 -7.55844 3.58648 -0.665 1.964 -1.153
O -0.49222 -3.76238 0.04083 0.958 0.290 -0.122
H -2.95214 -4.07364 0.65991 -0.407 -0.017 0.248
H 0.24186 -7.35766 2.85921 -0.096 -0.051 0.257
O 2.66855 -1.08312 -5.11163 -0.006 -0.069 0.258
H 2.27568 -1.50445 -5.87607 -0.072 -0.212 -0.219
H 2.64357 -0.14785 -5.31377 0.023 0.302 0.030
O 1.57170 -4.31264 -3.31364 0.129 -0.006 -0.388
H 1.09222 -4.03515 -2.53305 -0.268 -0.230 0.656
H 1.71429 -3.50511 -3.80740 0.123 0.196 -0.121
C -2.72224 0.94067 4.51803 0.007 -0.072 0.185
O -2.73425 2.26270 4.04893 -0.971 1.496 -0.310
C -1.59313 2.75381 3.42247 1.352 -2.494 -1.087
C -1.12802 1.87934 2.19336 0.377 1.326 0.079
N -1.77303 2.24073 0.91288 -0.683 -1.229 0.379
C -3.21650 1.84673 0.95190 0.013 1.109 -1.346
C -3.99904 2.31178 -0.32483 1.179 -0.627 1.072
O -3.43401 1.60682 -1.42613 -0.293 0.048 0.090
C -4.14538 1.68682 -2.63281 -0.675 -0.483 -0.403
H -1.87635 0.77740 5.18580 0.076 -0.084 0.223
H -2.68177 0.18418 3.73433 -0.043 0.043 -0.172
H -3.66705 0.83837 5.05186 0.205 -0.198 0.082
H -0.74447 2.72019 4.10566 0.178 0.127 0.436
H -1.63599 3.76587 3.01999 -0.873 0.183 0.454
H -1.13503 0.80124 2.35386 -0.353 0.080 0.052
H -0.07408 2.14471 2.11039 0.251 -0.072 -0.263
H -1.71005 3.24597 0.83794 -0.146 0.225 -0.135
H -3.70220 2.26997 1.83114 -0.192 -0.074 0.062
H -3.31607 0.76141 0.96826 0.255 -0.024 0.175
H -3.94011 3.38664 -0.49602 0.173 0.261 0.029
H -5.04513 2.07639 -0.12890 -0.194 -0.283 -0.405
H -4.09101 2.64915 -3.14180 0.550 0.178 -0.051
H -5.21725 1.49950 -2.56873 -0.280 -0.031 0.739
H -3.82607 0.85379 -3.25907 0.462 0.302 -0.197
C 3.51624 0.64203 3.32017 -1.334 0.632 -0.732
O 3.71082 0.88999 1.90653 0.425 -0.423 0.423
C 3.58209 -0.21261 1.00693 0.879 0.877 -0.877
C 3.82026 0.30971 -0.45473 -1.008 0.101 0.646
N 3.01260 1.51094 -0.83619 0.083 -1.079 -0.719
C 3.68351 2.18508 -1.97873 -0.945 0.860 0.115
C 2.67653 3.08898 -2.71169 -0.313 -0.788 0.447
O 1.82985 2.22162 -3.48643 0.220 0.479 0.878
C 0.96730 2.87600 -4.40005 0.355 -0.715 0.106
H 3.62867 1.60326 3.82166 0.342 0.008 -0.166
H 4.10170 -0.10649 3.85408 0.422 -0.178 -0.694
H 2.45917 0.40371 3.43805 -0.107 -0.382 0.232
H 2.63673 -0.75256 1.06022 -0.333 0.277 0.259
H 4.36892 -0.94789 1.17539 0.066 -0.143 0.189
H 3.49712 -0.51051 -1.09576 0.243 -0.078 -0.179
H 4.85596 0.54986 -0.69508 0.316 -0.328 0.511
H 3.03122 2.14615 -0.05117 -0.055 0.086 0.206
H 4.08166 1.49910 -2.72640 -0.058 -0.345 0.311
H 4.50360 2.78374 -1.58228 0.256 0.149 -0.222
H 3.12592 3.86529 -3.33096 0.278 -0.157 -0.281
H 2.07564 3.60116 -1.96023 -0.197 0.175 0.116
H 1.57926 3.55658 -4.99200 -0.275 -0.099 -0.569
H 0.12312 3.43477 -3.99602 0.099 0.150 0.640
H 0.53963 2.01384 -4.91180 -0.003 0.460 -0.760
```
Forces are in eV/Å.

Computed properties:
- net charge = -1
- LUMO energy (eV) = 0.620
- HOMO (eV) = -1.72
- total energy (hartree) = -1646.097969
- gap between HOMO and LUMO (eV) = 2.34
- energy above the lowest of the compared OMol25 structures with the same formula, charge and spin (eV) = 7.298

These are the natural (NBO) partial charges, in e, on atoms 1 to 2:
1. O -0.7558
2. H 0.5737